Computed, not measured: an isolated molecule of C19H16N8O at a distorted geometry, with ωB97M-V with the def2-TZVPD basis set.

```
44
Properties=species:S:1:pos:R:3
O 0.803 -5.039 6.522
N 2.771 0.140 -3.222
N -2.993 4.975 -2.467
N 0.817 -2.875 3.506
N -0.422 -3.117 2.851
N 1.555 0.364 -3.639
N 0.677 -0.240 -2.900
N 2.993 -1.255 0.197
N 0.795 -1.304 -0.685
C -0.715 2.087 -1.963
C -1.219 1.286 -2.994
C 0.934 -3.349 4.888
C -1.244 3.399 -1.756
C -2.167 1.768 -3.851
C 0.443 -4.709 5.149
C 1.672 -1.560 0.252
C 3.412 -0.675 -0.949
C 1.221 -0.656 -1.784
C -2.705 3.019 -3.696
C -0.841 4.301 -0.818
C 1.141 -2.065 1.494
C 2.519 -0.313 -2.001
C -0.264 -2.473 1.753
C 1.758 -2.334 2.669
C -0.777 -0.095 -3.107
C -2.316 3.810 -2.617
C -2.529 5.832 -1.514
C -1.475 5.502 -0.691
H -0.623 -4.944 4.814
H -1.038 -2.454 1.097
H -2.454 1.266 -4.773
H -0.970 -0.302 -4.200
H 0.013 3.902 -0.187
H -3.169 6.740 -1.567
H 4.421 -0.327 -0.954
H -1.431 -0.833 -2.582
H -3.525 3.325 -4.306
H -1.156 6.319 -0.034
H 0.331 -2.662 5.521
H 2.781 -2.267 2.837
H 0.000 1.763 -1.120
H 1.983 -3.173 5.259
H 0.935 -5.386 4.522
H 0.059 -5.392 7.045
```

As for the charge: 0. Its energy above the lowest of the compared OMol25 structures with the same formula, charge and spin is 63.3 kcal per mole. The value obtained for the strongest force on any atom is 5.93 eV/Å.